[1]
Formula: H42O20S
Source: the Open Molecules 2025 dataset
Level of theory: wB97M-V/def2-TZVPD

Geometry (Å):
S: 2.95 0.86 -0.43
H: 3.16 -2.45 0.78
H: 4.41 0.71 -0.38
H: -0.67 -0.55 -2.56
H: 0.94 -0.58 -2.51
O: 0.15 -0.64 -3.10
H: -0.99 0.34 4.01
H: -1.61 0.41 2.56
O: -1.41 -0.19 3.31
H: 2.07 3.94 1.35
H: 1.35 0.59 4.58
O: 2.01 0.84 3.91
H: 0.35 -4.43 -1.97
H: -0.11 -3.41 -3.17
O: -0.25 -4.08 -2.57
H: -2.52 0.03 -3.94
H: -2.12 1.45 -3.25
O: -2.35 0.92 -4.11
H: 2.69 2.81 1.84
H: -0.06 1.55 -1.29
O: 2.43 3.63 2.16
H: -0.52 -2.01 3.00
H: -0.88 -2.41 1.50
O: -0.35 -2.64 2.28
H: -2.40 3.91 1.00
H: -2.67 2.51 0.35
O: -2.56 3.44 0.16
H: -0.71 2.04 1.10
H: 0.40 1.98 2.18
O: -0.57 1.96 2.10
H: -1.71 -1.56 -0.97
H: -0.38 -2.19 -0.16
O: -1.02 -1.39 -0.30
H: -1.68 3.59 -1.64
H: -0.52 4.59 -2.09
O: -0.76 3.62 -2.07
H: 0.97 4.73 -1.23
H: 1.89 4.15 -2.29
O: 1.79 4.59 -1.52
H: 2.51 1.13 0.94
H: -0.48 0.22 -0.59
O: -0.29 1.17 -0.47
H: -3.42 -0.42 1.76
H: -2.39 -0.04 0.69
O: -3.18 0.29 1.22
H: 2.88 -1.31 3.89
H: 4.47 -2.35 -0.17
O: 3.70 -2.97 0.09
H: 2.16 -2.22 3.26
H: 1.94 1.84 3.88
O: 2.98 -1.82 3.09
H: -3.60 -1.92 -0.19
H: -4.32 -0.74 -0.78
O: -3.71 -1.33 -1.05
H: 1.91 2.34 -3.66
H: 1.52 0.97 -3.79
O: 1.65 1.65 -3.11
H: -2.24 -4.00 -1.66
H: -1.30 -4.14 -0.60
O: -2.01 -3.68 -0.88
H: 0.72 -4.14 1.27
H: 1.27 -4.47 -0.11
O: 0.50 -4.75 0.37

Results
- ΔE to the lowest compared entry with this formula, charge and spin: 438.52 kJ/mol
- Highest occupied orbital energy: -0.3610 Eh
- Frontier orbital gap: 9.623 eV
- Lowest unoccupied orbital energy: -0.20 eV

natural (NBO) atomic charge list, values in e, 8 entries: S -0.3211; H 0.4943; H 0.1660; H 0.4748; H 0.4896; O -0.9646; H 0.4709; H 0.5192

---

[2]
Formula: C4H10O2
Source: the Open Molecules 2025 dataset
Level of theory: wB97M-V/def2-TZVPD

Geometry (Å):
C: 2.14 -0.06 1.53
C: 0.84 0.13 1.73
O: 0.09 1.22 1.48
H: 2.46 -1.05 1.24
H: 2.84 0.69 1.86
H: 0.25 -0.69 2.23
H: -0.10 1.26 0.49
C: -2.16 -0.34 -1.33
C: -0.82 -0.85 -1.75
O: 0.23 0.04 -1.23
H: -2.22 -0.04 -0.30
H: -3.05 -1.03 -1.36
H: -2.65 0.62 -1.76
H: -0.62 -1.82 -1.29
H: -0.75 -1.04 -2.89
H: 1.15 -0.25 -1.30

Results
- ΔE to the lowest compared entry with this formula, charge and spin: 326.33 kJ/mol
- Highest occupied orbital energy: -0.3142 Eh
- Frontier orbital gap: 9.332 eV
- Lowest unoccupied orbital energy: 0.78 eV
- Structure (SMILES): C=CO.CCO

natural (NBO) atomic charge list, values in e, 8 entries: C -0.5621; C 0.2146; O -0.7382; H 0.2036; H 0.2147; H 0.1343; H 0.5260; C -0.6680

---

[3]
Formula: C8H13F2N2
Source: the Open Molecules 2025 dataset
Level of theory: wB97M-V/def2-TZVPD

Geometry (Å):
C: 1.28 -1.49 -0.14
C: -1.90 -0.99 0.11
C: 0.70 -0.45 0.39
C: 2.01 -2.36 -0.73
C: 2.86 0.39 1.20
C: -1.39 0.57 -1.71
C: -2.50 1.50 0.27
C: 1.37 0.67 1.05
N: -0.74 -0.33 0.62
N: -1.68 0.39 -0.23
F: -2.98 -1.36 0.81
F: 1.35 1.81 0.18
H: -1.69 -1.90 -0.60
H: 2.53 -3.06 -0.09
H: 2.22 -2.42 -1.76
H: 3.25 1.05 1.96
H: 3.00 -0.63 1.57
H: 3.40 0.51 0.22
H: -0.56 1.26 -1.67
H: -1.15 -0.33 -2.26
H: -2.34 0.94 -2.11
H: -2.15 2.34 -0.18
H: -3.53 1.42 -0.10
H: -2.16 1.45 1.33
H: 0.79 1.03 1.88

Results
- Total charge: +1
- Highest occupied orbital energy (alpha / beta): -0.3572 / -0.5305 Eh
- Frontier orbital gap (alpha / beta): 7.046 / 7.441 eV
- Lowest unoccupied orbital energy (alpha / beta): -2.67 / -6.99 eV
- Multiplicity: 3

natural (NBO) atomic charge list, values in e, 8 entries: C 0.0286; C 0.5014; C 0.1589; C -0.3649; C -0.6411; C -0.4236; C -0.4106; C 0.1248

---

[4]
Formula: C24H15Cl2F2N3O3S
Source: the Open Molecules 2025 dataset
Level of theory: wB97M-V/def2-TZVPD

Geometry (Å):
O: 7.15 0.23 -2.24
C: 6.69 1.10 -1.47
O: 7.36 2.23 -1.20
C: 5.32 0.86 -0.89
C: 4.65 -0.26 -1.33
C: 3.34 -0.49 -0.94
C: 2.68 0.30 0.02
N: 1.31 0.05 0.30
N: 0.49 1.12 0.50
C: -0.71 0.61 0.42
S: -2.07 1.64 0.61
C: -1.31 3.27 0.77
C: -1.65 4.09 1.85
Cl: -2.30 3.26 3.29
C: -1.17 5.38 2.05
C: -0.31 5.91 1.04
C: -0.02 5.18 -0.11
C: -0.52 3.84 -0.31
Cl: -0.08 2.99 -1.70
C: -0.72 -0.82 0.23
C: -1.73 -1.78 0.25
C: -1.46 -3.08 -0.08
C: -2.50 -4.16 0.00
O: -2.15 -5.31 0.00
N: -3.81 -3.93 0.07
C: -4.66 -2.71 0.25
C: -5.92 -3.57 -0.07
F: -6.75 -3.19 -1.06
F: -6.59 -3.85 1.08
C: -4.96 -4.73 -0.38
C: -0.12 -3.41 -0.30
C: 0.88 -2.49 -0.10
C: 0.61 -1.20 0.12
C: 3.33 1.46 0.45
C: 4.67 1.78 -0.04
H: 8.19 2.14 -1.68
H: 5.11 -1.04 -2.04
H: 2.73 -1.30 -1.28
H: -1.42 5.94 2.96
H: -0.02 6.95 1.19
H: 0.53 5.63 -0.93
H: -2.68 -1.42 0.63
H: -4.57 -1.88 -0.43
H: -4.67 -2.31 1.28
H: -5.04 -4.94 -1.45
H: -5.19 -5.71 0.20
H: 0.10 -4.45 -0.68
H: 1.89 -2.79 -0.23
H: 2.85 2.15 1.14
H: 5.22 2.70 0.24

Results
- Highest occupied orbital energy: -0.2989 Eh
- Frontier orbital gap: 8.082 eV
- Lowest unoccupied orbital energy: -0.05 eV
- Structure (SMILES): O=C(O)c1ccc(-n2nc(Sc3c(Cl)cccc3Cl)c3cc(C(=O)N4CC(F)(F)C4)ccc32)cc1

natural (NBO) atomic charge list, values in e, 8 entries: O -0.6150; C 0.7761; O -0.6648; C -0.2111; C -0.1383; C -0.2648; C 0.2495; N -0.2328

---

[5]
Formula: CH2N3P
Source: the Open Molecules 2025 dataset
Level of theory: wB97M-V/def2-TZVPD

Geometry (Å):
C: -0.65 0.85 0.02
N: -1.90 1.25 0.00
N: -2.86 0.57 -0.01
N: -2.24 -1.31 -0.01
P: -0.79 -0.89 0.02
H: 0.19 1.51 0.05
H: 0.39 -1.59 -0.05

Results
- ΔE to the lowest compared entry with this formula, charge and spin: 280.44 kJ/mol
- Highest occupied orbital energy: -0.3439 Eh
- Frontier orbital gap: 9.258 eV
- Lowest unoccupied orbital energy: -0.10 eV

Atomic charges from the natural (NBO) analysis, expressed in e, are listed below: C -0.6076; N -0.0982; N 0.1011; N -0.8756; P 1.2143; H 0.2486; H 0.0174

---

[6]
Formula: C12H33N6O12Zn
Source: the Open Molecules 2025 dataset
Level of theory: wB97M-V/def2-TZVPD

Geometry (Å):
Zn: -12.13 6.72 9.84
N: -13.54 4.80 11.05
O: -14.20 3.78 11.29
O: -13.18 4.93 9.77
O: -13.17 5.58 11.91
N: -12.61 9.31 10.41
O: -11.49 8.64 10.69
O: -13.52 8.64 9.84
O: -12.75 10.44 10.75
N: -10.90 7.45 7.32
O: -10.12 8.03 8.12
O: -12.02 6.87 7.78
O: -10.67 7.46 6.10
C: -10.44 5.58 14.29
C: -9.78 6.85 13.80
C: -9.70 7.86 14.98
O: -8.86 9.02 14.70
C: -8.62 9.83 15.81
N: -8.50 6.54 13.16
H: -9.69 4.88 14.66
H: -10.98 4.99 13.47
H: -11.17 5.71 15.13
H: -10.42 7.24 12.93
H: -9.24 7.37 15.82
H: -10.72 8.20 15.42
H: -9.22 9.49 16.65
H: -8.80 10.87 15.65
H: -7.58 9.77 15.99
H: -7.85 6.12 13.80
H: -7.92 7.34 12.90
C: -8.08 4.97 9.50
C: -9.56 5.13 9.24
C: -10.26 3.79 9.17
O: -9.96 3.29 7.87
C: -10.95 2.43 7.31
N: -10.18 5.93 10.33
H: -7.72 6.08 9.56
H: -7.73 4.42 8.67
H: -7.91 4.57 10.54
H: -9.78 5.58 8.26
H: -11.35 3.84 9.31
H: -9.87 3.11 9.92
H: -11.16 2.72 6.24
H: -11.97 2.48 7.72
H: -10.70 1.32 7.37
H: -9.85 5.58 11.20
H: -9.74 6.88 10.24
C: -5.78 10.42 11.89
C: -7.21 10.42 11.48
C: -7.62 11.74 10.86
O: -7.15 11.84 9.58
C: -7.50 13.06 8.91
N: -7.50 9.20 10.63
H: -5.11 10.58 11.04
H: -5.53 9.51 12.37
H: -5.49 11.22 12.60
H: -7.84 10.35 12.39
H: -7.16 12.53 11.46
H: -8.69 11.95 10.86
H: -7.05 13.88 9.38
H: -8.56 13.06 8.95
H: -7.12 12.95 7.84
H: -8.46 9.11 10.38
H: -6.92 9.22 9.82

Results
- Total charge: -1
- Highest occupied orbital energy: -0.2504 Eh
- Frontier orbital gap: 9.244 eV
- Lowest unoccupied orbital energy: 2.43 eV

natural (NBO) atomic charge list, values in e, 8 entries: Zn 1.6864; N 0.7042; O -0.4443; O -0.6742; O -0.4840; N 0.7166; O -0.6784; O -0.5409

---

[7]
Formula: C28H21Br4CaClN4O8S3Se
Source: the Open Molecules 2025 dataset
Level of theory: wB97M-V/def2-TZVPD

Geometry (Å):
Ca: 0.65 0.20 1.45
O: 1.89 4.01 1.72
Cl: 1.94 2.82 2.53
O: 2.60 3.09 3.77
O: 2.63 1.75 1.82
O: 0.58 2.34 2.79
O: 0.67 -0.54 -0.72
S: 0.89 -1.79 -1.51
C: 0.37 -1.29 -3.18
C: 0.69 0.18 -3.43
C: -0.40 1.13 -2.91
C: 0.13 2.56 -2.78
S: 0.16 3.25 -1.09
O: 0.37 2.14 -0.14
C: -1.58 3.66 -0.87
C: -2.38 4.27 -1.83
C: -3.70 4.59 -1.53
C: -4.21 4.30 -0.27
C: -3.40 3.72 0.69
C: -2.08 3.40 0.40
C: 2.66 -1.83 -1.83
C: 3.18 -2.86 -2.60
C: 4.55 -2.94 -2.80
C: 5.39 -1.99 -2.22
C: 4.85 -0.98 -1.43
C: 3.48 -0.90 -1.23
H: -0.70 -1.49 -3.20
H: 0.86 -1.96 -3.88
H: 0.82 0.34 -4.50
H: 1.64 0.44 -2.96
H: -0.74 0.79 -1.93
H: -1.26 1.11 -3.58
H: -0.42 3.29 -3.38
H: 1.17 2.63 -3.10
H: -1.99 4.50 -2.81
H: -4.33 5.04 -2.29
H: -5.24 4.53 -0.04
H: -3.79 3.50 1.68
H: -1.44 2.94 1.14
H: 2.53 -3.62 -3.02
H: 4.97 -3.74 -3.39
H: 6.46 -2.06 -2.36
H: 5.51 -0.26 -0.95
H: 3.06 -0.14 -0.58
Br: 4.11 -5.76 3.93
C: 2.95 -4.26 3.79
C: 2.10 -3.93 4.83
Br: 2.07 -4.96 6.43
C: 1.26 -2.80 4.70
Br: 0.05 -2.30 6.08
C: 1.26 -2.00 3.57
O: 0.52 -0.95 3.42
C: 2.13 -2.36 2.46
O: 2.08 -1.63 1.40
C: 2.95 -3.48 2.62
Br: 4.06 -3.90 1.13
Se: -4.19 0.54 -1.32
N: -5.17 0.08 0.06
C: -4.32 -0.13 1.06
C: -4.67 -0.59 2.36
C: -3.67 -0.76 3.25
C: -2.32 -0.47 2.89
N: -1.95 -0.04 1.71
C: -2.93 0.11 0.77
N: -2.66 0.50 -0.46
H: -5.71 -0.80 2.59
H: -3.86 -1.13 4.25
H: -1.51 -0.63 3.61
S: -2.52 -2.96 -1.86
C: -3.28 -2.09 -3.05
N: -3.80 -1.44 -3.87

Results
- ΔE to the lowest compared entry with this formula, charge and spin: 53.62 kJ/mol
- Total charge: -2
- Highest occupied orbital energy: -0.0661 Eh
- Frontier orbital gap: 5.097 eV
- Lowest unoccupied orbital energy: 3.30 eV

Löwdin atomic charge list, values in e, 8 entries: Ca 1.4108; O -0.3507; Cl 0.6546; O -0.3219; O -0.4145; O -0.4328; O -0.6640; S 1.0041

---

[8]
Formula: C35H60O20S5
Source: the Open Molecules 2025 dataset
Level of theory: wB97M-V/def2-TZVPD

Geometry (Å):
C: 6.10 -3.29 3.17
C: 4.73 -3.47 2.57
O: 4.81 -4.08 1.29
C: 3.90 -3.55 0.35
C: 2.46 -4.01 0.60
O: 1.82 -3.14 1.53
C: 1.20 -3.82 2.58
C: -0.32 -3.77 2.63
O: -0.86 -2.55 3.13
C: -2.21 -2.89 3.42
C: -3.23 -1.74 3.69
C: -4.34 -1.74 2.69
C: -5.65 -1.67 3.10
C: -6.66 -1.65 2.18
C: -6.38 -1.68 0.83
C: -5.08 -1.78 0.43
C: -4.07 -1.80 1.35
O: -3.75 -2.11 5.03
S: -2.70 -1.55 6.09
O: -1.64 -2.46 6.34
O: -3.35 -1.05 7.24
O: -2.07 -0.34 5.22
C: -2.80 -0.31 3.99
C: -2.32 0.62 2.86
C: -1.15 1.51 3.21
O: -1.12 2.13 4.25
C: -0.05 1.70 2.22
C: 0.16 0.79 1.23
C: 1.14 1.01 0.29
C: 1.91 2.14 0.37
C: 1.70 3.03 1.39
C: 0.73 2.83 2.31
H: 6.01 -2.86 4.17
H: 6.63 -2.57 2.56
H: 6.64 -4.22 3.26
H: 4.26 -2.49 2.48
H: 4.07 -4.07 3.20
H: 4.21 -3.93 -0.62
H: 3.96 -2.47 0.34
H: 1.95 -3.92 -0.36
H: 2.54 -5.03 0.94
H: 1.48 -4.87 2.65
H: 1.53 -3.35 3.51
H: -0.60 -4.57 3.32
H: -0.74 -4.00 1.64
H: -2.24 -3.55 4.28
H: -2.57 -3.46 2.56
H: -5.89 -1.65 4.15
H: -7.69 -1.58 2.47
H: -7.19 -1.65 0.13
H: -4.84 -1.83 -0.62
H: -3.05 -1.88 1.01
H: -3.76 0.15 4.24
H: -2.14 0.02 1.98
H: -3.14 1.29 2.63
H: -0.41 -0.12 1.14
H: 1.28 0.30 -0.49
H: 2.66 2.29 -0.38
H: 2.36 3.89 1.42
H: 0.58 3.54 3.10
C: -2.52 -4.78 -4.84
C: -1.70 -3.89 -3.92
O: -1.74 -2.50 -4.32
S: -3.04 -1.66 -3.97
C: -2.35 -0.07 -4.29
O: -3.31 -1.79 -2.57
O: -4.05 -1.93 -4.93
H: -3.58 -4.57 -4.75
H: -2.35 -5.83 -4.59
H: -2.24 -4.61 -5.88
H: -2.03 -3.99 -2.88
H: -0.66 -4.18 -3.95
H: -1.55 0.12 -3.58
H: -3.15 0.66 -4.15
H: -1.99 -0.04 -5.31
C: 3.16 7.84 -1.56
C: 4.65 7.83 -1.85
O: 5.43 7.49 -0.68
S: 5.50 5.95 -0.27
C: 6.84 6.10 0.87
O: 5.92 5.19 -1.40
O: 4.32 5.61 0.45
H: 2.79 6.84 -1.35
H: 2.61 8.24 -2.41
H: 2.94 8.45 -0.68
H: 4.89 7.16 -2.67
H: 4.98 8.83 -2.14
H: 7.73 6.41 0.32
H: 6.99 5.12 1.31
H: 6.57 6.83 1.63
C: -1.03 -8.28 -10.34
C: -0.21 -7.37 -9.46
O: -0.25 -6.00 -9.90
S: -1.55 -5.14 -9.58
C: -0.88 -3.56 -9.96
O: -1.81 -5.22 -8.17
O: -2.57 -5.46 -10.53
H: -2.10 -8.07 -10.26
H: -0.87 -9.32 -10.06
H: -0.75 -8.15 -11.39
H: -0.54 -7.43 -8.42
H: 0.83 -7.66 -9.49
H: -0.07 -3.35 -9.26
H: -1.68 -2.84 -9.85
H: -0.52 -3.57 -10.98
C: -0.29 5.90 6.42
C: -1.03 7.22 6.35
O: -0.20 8.29 5.85
S: 0.05 8.36 4.28
C: 0.72 9.99 4.24
O: -1.21 8.34 3.61
O: 1.08 7.43 3.93
H: -0.06 5.53 5.42
H: -0.90 5.15 6.92
H: 0.66 6.02 6.95
H: -1.93 7.14 5.75
H: -1.33 7.53 7.35
H: -0.05 10.69 4.56
H: 1.02 10.19 3.22
H: 1.58 10.03 4.90

Results
- Highest occupied orbital energy: -0.3441 Eh
- Frontier orbital gap: 9.608 eV
- Lowest unoccupied orbital energy: 0.25 eV
- Structure (SMILES): CCOCCOCCOC[C@@]1(c2ccccc2)OS(=O)(=O)O[C@H]1CC(=O)c1ccccc1.CCOS(C)(=O)=O.CCOS(C)(=O)=O.CCOS(C)(=O)=O.CCOS(C)(=O)=O

Löwdin atomic charge list, values in e, 8 entries: C -0.0688; C -0.2822; O -0.1401; C -0.1998; C -0.1739; O -0.1265; C -0.2026; C -0.1819

---

[9]
Formula: C4H7DyFO3
Source: the Open Molecules 2025 dataset
Level of theory: wB97M-V/def2-TZVPD

Geometry (Å):
F: -3.34 -0.90 -1.11
O: 1.69 1.00 -0.23
C: 2.87 0.68 -0.59
O: 3.24 -0.59 -0.33
C: 2.44 -1.53 0.49
C: -3.06 -0.85 0.23
O: -2.04 0.07 0.45
C: -2.42 1.46 0.34
Dy: 0.34 -0.38 0.70
H: 3.03 -1.70 1.41
H: 2.44 -2.47 -0.08
H: -2.70 -1.84 0.55
H: -3.97 -0.54 0.76
H: -1.51 2.05 0.42
H: -2.90 1.63 -0.64
H: -3.11 1.70 1.16

Results
- Total charge: +1
- Highest occupied orbital energy (alpha / beta): -0.4674 / -0.4237 Eh
- Frontier orbital gap (alpha / beta): 8.045 / 5.497 eV
- Lowest unoccupied orbital energy (alpha / beta): -4.67 / -6.03 eV
- Multiplicity: 6

Löwdin atomic charge list, values in e, 8 entries: F 0.0258; O -0.2587; C -0.0598; O -0.1615; C -0.3084; C -0.2330; O -0.3881; C -0.0323

---

In order of appearance, F_max = 7.61 3.97 7.56 5.08 1.89 3.33 0.28 1.86 5.35 eV/Å.
In order of appearance, energy = -1928.010598 -308.773866 -621.285946 -2831.819851 -544.761839 -3487.496328 -16930.385534 -4865.233250 -1366.858358 Eh.